Entry from OMol25: a 2-piece molecular cluster, CH2ClN3S overall in a non-equilibrium geometry (the ωB97M-V functional and the def2-TZVPD basis).

Structure (XYZ):
```
8
Properties=species:S:1:pos:R:3:forces:R:3
C 3.4177 -0.5322 0.0426 -2.047 -0.821 0.417
N 2.2474 -0.8193 0.1837 0.449 1.119 -0.644
N -0.0943 0.4002 -0.0809 2.520 1.912 1.904
N 1.1093 0.6791 -0.5937 -0.256 -1.662 -0.689
S 4.9499 -0.2523 -0.0261 0.980 0.351 -0.177
Cl 1.8609 2.0346 0.0551 -0.357 0.201 0.444
H -0.0151 0.5086 0.9852 -1.270 -0.847 -1.935
H -0.5215 -0.3513 -0.6067 -0.019 -0.254 0.680
```
Forces are in eV/Å.

The HOMO-LUMO gap (spin up / spin down) is 6.85 / 7.31 eV. The value obtained for the LUMO energy (spin up / spin down) is -0.0693 / -0.0573 hartree. As for the spin multiplicity: 1.


Entry from OMol25: one molecule with the formula CH2ClNO in a non-equilibrium geometry (the ωB97M-V functional and the def2-TZVPD basis).

Structure (XYZ):
```
6
Properties=species:S:1:pos:R:3:forces:R:3
O 1.5713 -1.1448 -0.3437 -0.292 0.085 1.110
N 0.7857 -0.3847 -0.7724 -0.134 1.446 -0.768
C -0.2740 0.3142 0.2019 1.607 0.782 0.004
Cl -1.6487 -0.3860 -0.5324 -1.481 -0.375 0.107
H -0.3277 1.4237 0.1982 0.398 -0.600 -1.189
H -0.1066 0.1776 1.2484 -0.097 -1.338 0.736
```
Forces are in eV/Å.

The HOMO-LUMO gap is 9.23 eV. The value obtained for the LUMO energy is -0.0038 hartree. As for the spin multiplicity: 1.


Entry from OMol25: one molecule with the formula CH2ClNO2S2 in a non-equilibrium geometry (the ωB97M-V functional and the def2-TZVPD basis).

Structure (XYZ):
```
9
Properties=species:S:1:pos:R:3:forces:R:3
O 0.0036 0.6230 1.7803 1.920 1.744 1.422
S -0.3840 -0.4079 0.9300 -2.963 -3.102 -1.828
O -1.6918 -0.9960 1.1954 2.119 0.044 -0.517
N -0.3696 0.1979 -0.5996 -1.288 -0.139 -3.000
C -1.0835 -0.5222 -1.7485 2.025 0.841 3.270
S -1.8433 0.1139 -2.9609 -0.300 0.740 -0.630
Cl -0.8777 -2.2372 -1.5370 -0.004 0.082 -0.089
H 0.5736 -1.3942 0.5582 -0.871 0.788 1.512
H -0.1253 1.2023 -0.6843 -0.638 -0.999 -0.142
```
Forces are in eV/Å.

The HOMO-LUMO gap is 9.20 eV. The value obtained for the LUMO energy is -0.0302 hartree. As for the spin multiplicity: 1.


Molecular weight: 123.57; 79.49; 159.62 (g/mol)
Electronic energy: -1061.79599; -629.37854; -1501.03631 (Eh)